The following is a quantum chemistry calculation of the molecule C5H6S in a non-equilibrium geometry, from OMol25.

Its spin multiplicity is 3. Its expectation value of S² is 2.037. Its orbital gap (alpha / beta) is 7.1073 / 6.4266 eV. Its relative energy (zero: lowest compared OMol25 entry of this formula, charge and spin) is 319.3 kJ/mol. As for the largest force on an atom: 5.5 eV/Å.

Cartesian coordinates (Å):
S: 2.3179 0.1022 -0.2211
C: -0.4620 -1.0727 -0.0159
C: 0.3139 -0.1254 0.7782
C: -0.9993 0.1284 -0.8176
C: -0.3090 1.0759 0.1596
C: -0.5289 -2.3655 -0.0123
H: 0.5653 -0.4248 1.8440
H: -2.1601 0.0410 -0.8064
H: -0.6708 0.2548 -1.7776
H: 0.2399 1.8242 -0.4763
H: 2.7355 -0.9841 0.4744
H: -1.0424 1.5459 0.8708

Forces on atoms 1 to 6 (eV/Å):
-1.9 -1.2 1.6
1.0 5.4 -0.6
3.6 -0.9 0.9
-3.7 -1.3 2.0
-1.9 1.8 -0.2
-0.4 -5.0 -0.1